## P
{"formula": "C2HClN2O", "method": "the ωB97M-V functional and the def2-TZVPD basis", "smiles": "[O-][N+]#CCl.C#N", "homo_energy_ha": -0.37502, "lumo_energy_ha": -0.0210, "orbital_gap_ev": 9.63, "symbols": ["Cl", "C", "N", "C", "H", "N", "O"], "xyz": [[1.32, -2.09, 0.88], [0.45, 1.46, -0.13], [-0.93, -0.85, -0.07], [0.23, -0.98, 0.24], [1.35, 0.94, 0.05], [-0.43, 2.11, -0.51], [-2.00, -0.59, -0.45]]}

=====

## Q
{"formula": "C2HClN2O", "method": "the ωB97M-V functional and the def2-TZVPD basis", "smiles": "N#CC#[N+][O-].Cl", "homo_energy_ha": -0.39200, "lumo_energy_ha": -0.0095, "orbital_gap_ev": 10.41, "symbols": ["C", "C", "N", "N", "O", "H", "Cl"], "xyz": [[-0.07, -0.14, 0.78], [-0.03, 1.17, 0.87], [0.05, 2.34, 0.91], [-0.03, -1.31, 0.81], [0.01, -2.49, 0.91], [0.12, 0.83, -2.01], [-0.05, -0.39, -2.26]]}

=====

## R
{"formula": "C2HClN2O", "method": "the ωB97M-V functional and the def2-TZVPD basis", "smiles": "[O-][N+]#CCl.C#N", "homo_energy_ha": [-0.38485, -0.38482], "lumo_energy_ha": [-0.0610, -0.0610], "orbital_gap_ev": [8.81, 8.81], "symbols": ["H", "C", "C", "O", "Cl", "N", "N"], "xyz": [[1.01, -0.54, 0.62], [1.61, 0.29, 0.44], [-0.77, -0.40, 0.06], [-1.50, 1.14, -1.47], [-1.36, -1.77, 0.92], [-1.44, 0.25, -0.71], [2.44, 1.02, 0.15]]}

=====

## S
{"formula": "C2HClN2O", "method": "the ωB97M-V functional and the def2-TZVPD basis", "homo_energy_ha": -0.39045, "lumo_energy_ha": 0.0260, "orbital_gap_ev": 11.33, "symbols": ["N", "Cl", "C", "N", "O", "C", "H"], "xyz": [[1.08, -0.87, -0.02], [-2.60, -0.17, -0.01], [1.01, 0.42, 0.00], [-0.23, 0.95, 0.01], [-0.21, -1.24, 0.02], [-0.96, -0.13, 0.05], [1.93, 1.06, -0.06]]}

=====

Stability, highest: S

=====

## P
{"formula": "C4H7NO2", "method": "the ωB97M-V functional and the def2-TZVPD basis", "multiplicity": 3, "homo_energy_ha": [-0.22640, -0.36855], "lumo_energy_ha": [0.0338, -0.0682], "orbital_gap_ev": [7.08, 8.17], "s2": 2.01, "symbols": ["O", "C", "C", "H", "N", "H", "H", "H", "H", "H", "H", "C", "O", "C"], "xyz": [[0.59, -0.54, -0.59], [-0.24, -1.19, -1.61], [-1.64, -0.92, -1.11], [-0.14, -0.72, -2.62], [1.46, 2.00, 1.20], [2.55, 2.17, 2.88], [0.00, -2.21, -1.75], [0.76, 1.30, 0.80], [-2.28, -0.34, -1.85], [1.21, 0.89, 2.90], [-2.33, -1.89, -0.95], [1.76, 1.62, 2.35], [-1.48, -0.12, 0.00], [-0.23, -0.05, 0.36]]}

=====

## Q
{"formula": "C4H7NO2", "method": "the ωB97M-V functional and the def2-TZVPD basis", "multiplicity": 3, "homo_energy_ha": [-0.26457, -0.37503], "lumo_energy_ha": [0.0405, -0.0075], "orbital_gap_ev": [8.30, 10.00], "s2": 2.01, "symbols": ["H", "H", "C", "C", "C", "H", "N", "H", "C", "O", "H", "O", "H", "H"], "xyz": [[-1.63, -1.09, 0.61], [-2.26, -0.36, -0.90], [-2.17, -0.23, 0.18], [1.94, 1.80, -0.16], [0.55, -1.80, -0.53], [1.59, -2.21, 1.40], [-0.14, 0.85, -0.35], [2.37, 1.19, -0.95], [0.98, -2.15, 0.54], [0.62, 1.79, 0.15], [2.36, 2.67, 0.10], [-1.33, 0.88, 0.37], [0.12, -1.25, -1.32], [-2.99, -0.08, 0.87]]}

=====

Stability, highest: P

=====

## P
{"formula": "C12H22N3", "method": "the ωB97M-V functional and the def2-TZVPD basis", "homo_energy_ha": -0.35812, "charge": 1, "lumo_energy_ha": -0.1252, "orbital_gap_ev": 6.34, "symbols": ["H", "H", "C", "H", "C", "H", "C", "C", "H", "H", "C", "H", "H", "H", "H", "H", "H", "H", "C", "H", "C", "H", "C", "N", "H", "N", "C", "H", "C", "H", "H", "N", "C", "C", "H", "H", "H"], "xyz": [[0.68, 1.28, 1.91], [2.17, 1.12, -2.12], [-2.86, 0.19, 1.23], [-3.14, -1.26, -0.38], [-0.03, -1.25, 1.11], [2.41, 0.99, 1.88], [-0.46, -0.92, -0.29], [2.39, 0.69, -1.08], [2.62, -1.41, -1.83], [-2.64, -0.72, 1.89], [1.69, 1.41, -0.06], [0.25, -0.55, -2.39], [0.49, -2.23, -1.50], [3.44, -0.84, 0.59], [1.34, 2.86, -1.37], [-2.86, 1.42, -1.42], [-4.47, -0.11, -0.50], [1.83, -1.02, 2.37], [-1.18, 0.51, -0.39], [0.80, 3.21, 0.25], [2.45, -1.30, 0.36], [2.39, -2.37, 0.41], [0.57, -1.16, -1.46], [-2.46, 0.41, -1.15], [-1.89, 1.94, 1.00], [1.17, 2.58, -0.35], [1.58, 0.89, 1.26], [-1.30, -1.74, -0.58], [2.01, -0.85, -1.08], [3.55, 0.75, -0.80], [-2.32, -0.05, -1.99], [-1.66, 0.95, 0.91], [-3.42, -0.27, -0.27], [1.45, -0.69, 1.34], [-3.77, 0.74, 1.75], [-0.71, -0.82, 1.74], [-0.11, -2.35, 0.99]]}

=====

## Q
{"formula": "C12H22N3", "method": "the ωB97M-V functional and the def2-TZVPD basis", "homo_energy_ha": -0.45583, "charge": 1, "lumo_energy_ha": -0.0831, "orbital_gap_ev": 10.14, "symbols": ["H", "N", "H", "H", "H", "H", "H", "H", "C", "H", "H", "H", "N", "N", "C", "H", "C", "C", "C", "H", "C", "C", "H", "H", "C", "H", "C", "C", "H", "H", "H", "C", "H", "C", "H", "H", "H"], "xyz": [[-1.23, -3.27, 1.17], [0.75, 0.87, -0.85], [0.99, 1.21, -1.78], [1.70, 3.23, -1.29], [0.57, -1.36, 1.87], [2.20, -0.05, 0.31], [-3.66, -1.79, 1.01], [-3.93, -3.55, 1.17], [2.60, 4.54, 0.02], [-3.80, -2.57, -0.32], [-0.26, -0.13, -3.00], [-1.01, -0.66, 2.06], [-0.06, -0.20, -0.96], [-1.19, -2.02, -0.43], [0.58, 0.71, 1.44], [3.51, 3.81, -1.75], [-0.65, -0.72, -2.08], [-0.49, -1.03, 0.03], [-1.41, -1.80, -1.78], [0.66, 3.79, 0.95], [1.41, 4.60, 1.01], [-1.89, -3.05, 0.40], [2.29, 1.69, 0.48], [-0.90, -4.61, -0.86], [-3.36, -2.80, 0.59], [-1.96, -2.58, -2.37], [-0.16, -0.66, 1.44], [-1.81, -4.43, -0.36], [1.15, 0.97, 2.41], [-2.67, -4.54, -0.94], [3.48, 5.22, 0.37], [1.56, 0.82, 0.37], [-1.80, -5.19, 0.47], [2.58, 3.81, -1.06], [0.94, 5.63, 0.86], [-0.12, 1.57, 1.26], [1.67, 4.58, 2.04]]}

=====

Stability, highest: Q

=====

## P
{"formula": "C4H11N2S", "method": "the ωB97M-V functional and the def2-TZVPD basis", "homo_energy_ha": -0.10086, "charge": -1, "lumo_energy_ha": 0.1461, "orbital_gap_ev": 6.72, "symbols": ["S", "H", "H", "H", "H", "C", "N", "H", "C", "H", "H", "C", "N", "H", "H", "H", "H", "C"], "xyz": [[0.59, 1.30, 1.35], [1.49, -1.16, 0.00], [-2.87, -1.80, 0.66], [-1.10, 1.39, -2.22], [3.27, -0.87, -0.17], [2.28, -0.41, -0.08], [-1.04, 0.74, -1.46], [2.90, 1.45, 0.73], [-1.38, -0.55, -1.76], [-1.39, -0.80, -2.83], [-1.84, -0.30, 0.70], [-1.92, -1.35, 0.39], [-1.72, -1.55, -1.05], [2.66, 0.21, 1.96], [-0.55, 1.03, -0.58], [-1.13, -1.82, 0.98], [2.11, 0.10, -1.03], [2.24, 0.63, 1.05]]}

=====

## Q
{"formula": "C4H11N2S", "method": "the ωB97M-V functional and the def2-TZVPD basis", "smiles": "NCNCCC[S-]", "homo_energy_ha": -0.09527, "charge": -1, "lumo_energy_ha": 0.1465, "orbital_gap_ev": 6.58, "symbols": ["H", "H", "H", "C", "H", "N", "C", "S", "C", "H", "C", "H", "H", "N", "H", "H", "H", "H"], "xyz": [[0.89, -0.83, -1.18], [0.80, 2.12, 0.18], [-0.28, 1.07, 2.02], [-0.17, -0.90, -1.09], [1.06, 0.82, -0.39], [1.37, 1.30, 0.57], [-0.53, -1.16, 0.34], [-0.23, 1.84, -2.33], [-1.03, 0.38, -1.46], [-0.81, -2.18, 0.61], [0.72, 0.61, 1.65], [-1.80, 0.08, -2.20], [1.42, -1.15, 1.11], [0.51, -0.87, 1.28], [-0.50, -1.83, -1.65], [-1.48, 0.89, -0.61], [1.49, 0.46, 2.44], [-1.44, -0.66, 0.73]]}

=====

## R
{"formula": "C4H11N2S", "method": "the ωB97M-V functional and the def2-TZVPD basis", "smiles": "CNC[C@@H](N)C[S-]", "homo_energy_ha": -0.09539, "charge": -1, "lumo_energy_ha": 0.1374, "orbital_gap_ev": 6.33, "symbols": ["H", "C", "C", "H", "H", "H", "H", "C", "H", "N", "H", "S", "H", "N", "H", "C", "H", "H"], "xyz": [[1.72, 1.85, -0.22], [0.71, -0.02, -0.06], [-2.03, -0.91, 0.87], [1.85, 1.02, 1.32], [-0.51, 1.45, -1.01], [-1.86, -0.26, -1.11], [1.74, -1.24, -1.11], [1.96, 0.87, 0.24], [-2.00, -0.42, 1.85], [0.77, -0.92, -1.22], [-0.54, 1.43, 0.80], [3.51, 0.28, -0.47], [0.57, -0.62, 0.85], [-1.83, 0.07, -0.16], [-1.35, -1.77, 0.89], [-0.58, 0.83, -0.12], [0.90, -0.35, -2.05], [-3.04, -1.30, 0.71]]}

=====

Stability, highest: P